Entry 1:
Molecular formula: C8H10N2O2
Method: DFT, wB97M-V/def2-TZVPD

Output
**Energy above the lowest of the compared OMol25 structures with the same formula, charge and spin**: 695.2 kJ/mol
**Molar mass**: 166.18 g mol⁻¹
**Spin multiplicity**: 1
**Charge**: 0
**Gap between HOMO and LUMO (spin up / spin down)**: 7.63 / 7.66 eV
**E**: -570.599515 a.u.
**HOMO (spin up / spin down)**: -8.8 / -8.8 eV

Each line ends with the Löwdin charge.
Element x y z (Å)
H: 2.63611 -1.03751 -0.28577  0.12
C: -3.84248 -0.47672 0.26425  -0.01
C: 2.25685 1.02963 -0.10912  -0.22
H: 2.75799 -0.14642 -1.92930  0.17
H: -0.31920 0.04691 2.20008  0.16
N: -1.97810 1.20871 0.34454  -0.01
H: -4.41594 0.04174 -0.53854  0.10
C: 0.74474 -0.72332 -1.00315  0.02
C: -2.40463 -0.07355 0.12451  -0.25
H: 0.37078 -1.13110 -1.92613  0.12
N: -1.40736 -0.95407 -0.13505  -0.15
O: -2.83397 2.09733 0.37682  -0.01
C: 1.54102 0.80978 1.18817  -0.08
H: 3.38596 1.16144 0.00676  0.14
O: -1.51616 -2.16072 -0.41166  0.06
C: 0.35778 0.17482 1.22963  -0.04
C: 2.17768 -0.21851 -0.86601  -0.22
C: -0.10429 -0.41691 -0.02850  -0.25
H: 1.79532 1.76775 -0.67416  0.10
H: -4.38684 -0.02492 1.08896  0.08
H: 1.79677 1.40191 2.02973  0.09
H: -4.23891 -1.44918 0.25272  0.06

Cartesian forces, eV/Å:
0.47 0.20 -0.21
-1.23 2.35 -1.20
2.53 -1.27 1.58
-1.54 -0.28 2.49
1.72 0.46 -2.29
-0.03 1.37 -0.58
0.49 -0.31 0.00
0.59 1.62 -0.59
-1.29 -2.31 0.49
0.07 -0.46 -0.07
-1.54 1.18 0.89
0.44 -1.24 0.22
-1.35 0.49 0.23
-1.61 0.66 0.19
-0.64 0.46 -0.03
-0.67 -0.24 1.50
0.36 -2.63 -3.19
1.74 -0.87 0.17
-0.62 2.00 -0.88
0.77 0.38 0.69
0.59 0.18 0.82
0.75 -1.75 -0.24



Entry 2:
Molecular formula: C8H10N2O2
Method: DFT, wB97M-V/def2-TZVPD

Output
**Energy above the lowest of the compared OMol25 structures with the same formula, charge and spin**: 527.1 kJ/mol
**Molar mass**: 166.18 g mol⁻¹
**Spin multiplicity**: 1
**Charge**: 0
**Gap between HOMO and LUMO**: 8.98 eV
**SMILES**: CCCOC(=O)c1cnccn1
**E**: -570.663522 a.u.
**HOMO**: -10.1 eV

Each line ends with the Löwdin charge.
Element x y z (Å)
H: -2.40612 -1.20059 1.34125  0.18
C: -0.82913 -0.71446 -0.70146  -0.44
C: -1.22580 -0.88100 1.58196  -0.30
N: 0.65383 0.17439 -4.06946  0.09
H: 2.16920 2.54522 -2.17383  0.11
H: 0.97067 -0.32767 4.27966  0.09
C: 0.61970 -0.15918 3.14313  -0.12
C: 1.52773 1.23570 -3.67147  -0.10
O: -1.59802 -1.55491 -0.96706  0.17
C: -0.96384 -0.04493 2.95206  -0.18
C: -0.26834 -0.20856 -3.05033  0.01
O: -0.50617 -0.33441 0.62179  -0.06
H: 2.02983 1.95581 -4.24585  0.08
H: -1.59208 -0.57179 3.73424  0.11
N: 0.86582 1.10009 -1.20174  0.16
H: -0.76425 -1.92888 1.62714  0.13
H: 1.32488 0.55236 2.52076  0.08
H: -0.91290 -0.95867 -3.11016  0.05
H: 0.88583 -1.22125 2.43720  0.12
H: -1.44652 0.83265 2.91271  0.04
C: 1.53109 1.63815 -2.34204  -0.12
C: -0.06539 0.07194 -1.61850  -0.11

Cartesian forces, eV/Å:
2.81 1.64 0.36
1.38 1.78 3.97
-3.25 -3.73 3.69
-1.19 2.03 2.74
-0.66 -1.02 0.47
-0.73 0.56 -2.83
1.32 -2.35 -1.11
-4.17 -3.04 2.36
-1.64 -1.73 -0.62
1.54 -5.67 -0.99
6.89 3.46 1.56
0.50 2.12 -5.10
0.82 -0.26 -1.91
1.27 0.11 -0.54
-1.14 -2.04 -4.34
-0.91 0.87 1.08
-1.84 -0.80 1.70
-2.81 -3.11 -1.73
-0.47 2.81 2.74
-0.95 3.77 -0.55
-0.53 0.17 2.70
3.77 4.41 -3.65



Entry 3:
Molecular formula: C8H10N2PS
Method: DFT, wB97M-V/def2-TZVPD

Output
**Energy above the lowest of the compared OMol25 structures with the same formula, charge and spin**: 89.3 kJ/mol
**Molar mass**: 197.22 g mol⁻¹
**Spin multiplicity**: 1
**Charge**: +1
**Gap between HOMO and LUMO**: 7.90 eV
**SMILES**: CC1=[NH+]c2ccccc2SN1P
**E**: -1159.575201 a.u.
**HOMO**: -12.3 eV

Each line ends with the Löwdin charge.
Element x y z (Å)
C: 0.11163 1.94867 -2.75964  0.01
N: -0.13797 -0.46588 1.81678  -0.62
C: 0.22494 0.24429 -0.97779  -0.26
H: 1.15452 3.26333 0.24340  0.13
C: -0.73878 -2.92194 0.77588  0.04
C: -0.21004 -1.49474 0.67225  -0.21
H: -0.51796 -0.22395 -2.82291  0.14
C: 0.62290 1.24274 -0.09918  -0.44
H: -0.06469 2.20255 -3.69754  0.07
S: 1.16711 0.74039 1.54830  0.97
H: -0.43784 0.23808 3.94140  -0.13
H: 0.05686 -3.63789 0.95512  0.12
C: 0.54555 2.93371 -1.86459  -0.03
N: 0.01121 -1.10719 -0.56245  0.15
C: -0.10240 0.64063 -2.24145  0.01
P: -0.88296 -0.90421 3.37871  0.87
H: 0.78217 3.95655 -1.97092  0.11
H: -1.28351 -3.20732 -0.04518  0.07
H: 0.28436 -1.50011 4.00251  -0.07
H: -0.21739 -1.60358 -1.39166  0.15
H: -1.21604 -2.89046 1.66532  0.01
C: 0.84833 2.54632 -0.56634  -0.08

Cartesian forces, eV/Å:
0.58 -1.20 5.10
0.58 -3.26 -4.35
-0.02 1.51 1.28
-0.19 -0.50 -1.25
3.38 2.01 0.77
-0.46 1.69 1.47
0.36 1.31 -0.29
1.21 0.07 0.61
-0.99 0.72 -4.18
-1.18 -0.60 -0.42
-0.04 1.62 0.57
0.50 0.07 -0.20
0.58 -1.72 1.06
0.46 2.65 0.87
-0.35 -0.86 -2.06
0.97 -1.14 -0.41
-0.19 0.95 -1.37
-1.50 -0.50 -1.80
-0.54 -0.17 -0.36
-0.17 -1.66 -0.09
-2.42 -0.56 2.65
-0.58 -0.44 2.39



Entry 4:
Molecular formula: C8H10N2S
Method: DFT, wB97M-V/def2-TZVPD

Output
**Energy above the lowest of the compared OMol25 structures with the same formula, charge and spin**: 629.7 kJ/mol
**Molar mass**: 166.25 g mol⁻¹
**Spin multiplicity**: 1
**Charge**: 0
**Gap between HOMO and LUMO (spin up / spin down)**: 7.33 / 7.33 eV
**SMILES**: C#C/C=[N+](/C)[S-].C#C/C=N/C
**E**: -818.274824 a.u.
**HOMO (spin up / spin down)**: -7.5 / -7.5 eV

Each line ends with the Löwdin charge.
Element x y z (Å)
H: -3.39911 -0.58528 0.56311  0.12
H: 3.43153 2.83486 2.24864  0.03
C: 1.06676 -0.84206 -1.57278  -0.09
C: 1.30710 1.06748 -0.13004  -0.17
N: 1.93378 0.07141 -0.78955  -0.67
H: -0.20242 -2.14057 1.83376  0.12
C: -1.02009 -1.26708 1.81253  -0.16
H: 1.48246 -1.83810 -1.36229  0.08
C: -2.59506 0.30768 -0.99964  -0.13
C: 2.09919 1.81299 0.75743  -0.19
H: 0.24548 0.96961 -0.15529  0.08
H: 1.09075 -0.46551 -2.53762  0.07
C: 2.80991 2.34113 1.54573  0.12
C: -2.43249 -0.41758 0.15115  -0.19
S: 3.54535 -0.12242 -0.75804  0.59
N: -1.28070 -0.79546 0.53833  -0.06
H: 0.13852 -0.93469 -0.99147  0.05
H: -1.91735 -1.82078 2.29282  0.10
C: -2.68448 0.94774 -1.98971  0.16
H: -3.02679 1.31181 -2.90516  0.03
H: -0.59234 -0.43518 2.44807  0.10

Cartesian forces, eV/Å:
-0.63 -0.58 1.59
0.11 0.03 0.03
0.52 -1.21 3.53
1.36 -2.28 -0.76
-1.68 1.91 1.02
-1.43 2.07 -0.39
0.71 -3.50 2.82
0.33 0.29 -1.08
0.72 0.30 -0.95
-1.44 -0.35 -0.99
-0.52 0.61 0.18
-0.42 0.02 -1.97
0.85 0.94 1.16
1.08 -1.19 1.29
1.38 -0.64 -0.36
-0.52 1.44 -1.31
-0.21 0.72 -1.02
1.05 1.29 -0.29
-0.66 0.36 -1.16
0.06 0.70 -0.80
-0.65 -0.94 -0.54



Entry 5:
Molecular formula: C8H10N2S2
Method: DFT, wB97M-V/def2-TZVPD

Output
**Energy above the lowest of the compared OMol25 structures with the same formula, charge and spin**: 481.2 kJ/mol
**Molar mass**: 198.32 g mol⁻¹
**Spin multiplicity**: 1
**Charge**: 0
**Gap between HOMO and LUMO (spin up / spin down)**: 6.13 / 6.18 eV
**E**: -1216.569526 a.u.
**HOMO (spin up / spin down)**: -7.0 / -7.0 eV

Each line ends with the Löwdin charge.
Element x y z (Å)
C: -2.22613 -0.09458 2.08186  -0.03
S: -0.15021 -1.05922 -1.92473  1.05
H: 2.87224 0.09240 0.77508  0.00
C: 1.17159 -0.69269 -0.92129  -0.58
C: 2.37220 -1.04886 -1.52406  -0.85
H: -1.72012 1.61478 -0.95931  0.09
C: -1.44214 0.54752 0.92101  -0.29
H: -3.13401 0.96208 -0.28614  0.08
N: 0.89125 0.04585 0.15631  -0.11
H: 0.59814 -2.16878 -3.93926  0.09
C: -2.21715 1.40822 0.01006  -0.05
H: 2.10334 1.74937 0.63899  0.12
C: 1.94345 0.69054 0.99091  0.00
H: -1.91196 -1.15247 2.19140  0.09
H: -2.47669 2.31715 0.51220  0.08
S: 3.90738 -1.14424 -0.84849  0.59
H: 1.55768 0.84921 2.01957  0.10
C: 1.00028 -1.71445 -3.02904  -0.48
N: 2.19368 -1.63136 -2.74710  -0.01
C: -0.22241 0.17522 0.73500  -0.04
H: -1.78229 0.24665 2.98635  0.06
H: -3.32810 0.00767 2.16067  0.09

Cartesian forces, eV/Å:
0.68 -1.04 0.09
-1.21 -0.46 -0.57
-0.61 0.57 0.91
-0.01 0.10 -1.34
1.95 -0.45 1.77
0.09 0.14 0.75
-1.55 -1.54 0.94
-0.92 -0.79 0.08
0.82 1.19 3.02
0.26 0.12 0.20
0.87 1.04 -1.35
-0.06 -1.12 -0.21
1.34 1.54 -0.56
-0.65 0.22 -0.57
-0.14 0.81 0.15
0.22 0.42 0.15
0.52 -0.87 -0.64
-3.91 -0.61 -2.02
2.59 -0.14 -0.28
-1.12 -0.15 -0.90
0.02 0.94 0.97
0.81 0.10 -0.58



Entry 6:
Molecular formula: C8H10N3O2
Method: DFT, wB97M-V/def2-TZVPD

Output
**Energy above the lowest of the compared OMol25 structures with the same formula, charge and spin**: 141.0 kJ/mol
**Molar mass**: 180.19 g mol⁻¹
**Spin multiplicity**: 1
**Charge**: +1
**Gap between HOMO and LUMO**: 9.26 eV
**SMILES**: NC(=O)[C@]1([NH3+])Nc2ccccc2O1
**E**: -625.332752 a.u.
**HOMO**: -12.3 eV

Each line ends with the Löwdin charge.
Element x y z (Å)
H: -1.50040 -1.24250 -1.76794  0.16
C: -2.67820 -0.27430 -0.52297  -0.50
H: -1.02375 1.71347 -0.81142  0.15
C: 0.76774 -0.76705 0.21165  -0.11
N: -2.46534 -0.87996 -1.64489  0.25
C: -1.44118 0.04877 0.32721  -0.24
H: -2.83747 0.82922 1.64169  0.11
N: -1.91320 0.52803 1.78817  0.31
H: -3.24901 -1.28328 -2.08614  0.14
H: 4.16135 0.91157 -0.53246  0.14
N: -0.46120 1.16471 -0.17541  0.16
H: -1.32539 1.24412 2.13245  0.15
C: 1.95847 1.14561 -0.58184  0.00
C: 3.14193 0.45617 -0.40187  -0.07
O: -0.60548 -1.07908 0.55058  0.03
H: 4.04753 -1.35909 0.33180  0.11
C: 0.78086 0.52882 -0.29081  -0.24
C: 3.18150 -0.81066 0.07853  -0.06
H: 1.89279 -2.39252 0.79313  0.08
H: 1.83364 2.14039 -0.85170  0.11
C: 1.97754 -1.48802 0.36709  0.04
O: -3.70310 0.16386 -0.07193  0.11
H: -2.05296 -0.18325 2.49298  0.17

Cartesian forces, eV/Å:
-1.31 0.04 -0.33
0.40 1.78 2.37
1.16 0.29 -0.76
0.19 0.70 -0.36
2.64 -1.03 -0.75
4.92 0.33 1.05
-2.00 1.24 -0.54
0.08 -1.62 -1.57
-0.72 -0.49 -0.93
-1.42 -0.02 -0.16
-4.09 -2.39 1.58
0.94 1.06 0.28
0.00 -0.76 0.09
2.41 1.42 -0.30
0.13 0.15 -0.47
1.09 -0.12 -0.12
0.09 -0.52 0.28
-2.37 -1.71 0.56
0.25 -3.28 1.33
0.65 1.77 -0.63
-2.01 3.84 -0.95
-1.65 0.19 0.28
0.62 -0.86 0.05



Entry 7:
Molecular formula: C8H10N3S
Method: DFT, wB97M-V/def2-TZVPD

Output
**Energy above the lowest of the compared OMol25 structures with the same formula, charge and spin**: 251.3 kJ/mol
**Molar mass**: 180.26 g mol⁻¹
**Spin multiplicity**: 1
**Charge**: +1
**Gap between HOMO and LUMO (spin up / spin down)**: 8.61 / 8.61 eV
**E**: -872.941370 a.u.
**HOMO (spin up / spin down)**: -12.7 / -12.7 eV

Each line ends with the Löwdin charge.
Element x y z (Å)
H: 1.12877 -1.41493 1.92949  0.10
N: 0.07993 0.01416 0.72978  -0.11
C: 1.46824 -1.22910 -1.12888  -0.01
H: 2.34948 -2.16738 -2.98774  0.15
S: -2.03568 0.65621 -0.56882  1.10
H: -1.60276 -0.58754 -3.36724  0.14
H: 0.39629 -1.78512 -4.24225  0.11
H: 2.38922 -1.43121 -0.51712  0.13
C: -0.68258 -0.62461 -2.72393  -0.09
C: 0.34817 -0.50557 -0.60167  -0.20
C: 1.04121 -0.35366 1.83096  0.04
C: 1.52695 -1.54615 -2.47324  -0.06
H: -0.27357 2.91219 2.80288  0.13
N: -1.52600 1.42085 2.74897  0.05
C: 0.37019 -1.32625 -3.26984  -0.06
H: -2.52785 1.31744 2.75101  0.09
H: -1.91906 3.40382 2.51078  0.13
N: -1.25418 2.68234 2.72740  0.03
H: 1.93630 0.13853 1.68888  0.07
H: 0.63736 0.15731 2.69901  0.08
C: -0.71128 -0.18767 -1.40633  -0.45
C: -1.13914 0.45634 0.86789  -0.38

Cartesian forces, eV/Å:
-0.03 -0.49 0.07
1.19 -2.29 -0.76
1.33 0.81 1.18
-1.08 1.28 1.41
1.47 -1.08 0.20
0.90 0.41 0.81
-0.51 0.34 -0.34
-1.26 0.21 -0.38
-2.00 -0.68 -2.16
0.68 0.27 0.42
-2.89 1.20 0.17
-0.43 -1.33 -0.95
-0.15 0.24 0.12
0.94 -0.62 -0.76
1.26 0.20 1.40
-0.57 -0.40 -0.26
-0.16 0.17 -0.31
0.53 -0.19 0.04
2.13 0.65 -0.89
-0.22 -0.64 0.41
-0.43 -0.08 -1.25
-0.69 2.03 1.81



Entry 8:
Molecular formula: C8H10N4S2
Method: DFT, wB97M-V/def2-TZVPD

Output
**Energy above the lowest of the compared OMol25 structures with the same formula, charge and spin**: 288.1 kJ/mol
**Molar mass**: 226.33 g mol⁻¹
**Spin multiplicity**: 1
**Charge**: 0
**Gap between HOMO and LUMO**: 7.41 eV
**E**: -1326.145036 a.u.
**HOMO**: -7.1 eV

Each line ends with the Löwdin charge.
Element x y z (Å)
C: -2.67641 -1.33483 0.17776  -0.54
C: -1.81045 1.59480 -1.76720  -0.04
H: -2.08783 1.47689 -2.81131  0.09
H: -4.62405 -1.37021 0.89047  0.10
C: 3.50552 -0.64572 0.75058  -0.18
H: 1.52665 -0.86771 1.62717  0.08
H: -0.91258 2.16372 -1.71581  0.06
C: -0.57256 -1.56643 -0.46373  -0.54
C: 2.56924 0.18606 -0.08445  -0.43
N: -1.59374 -2.06251 0.21253  0.13
N: -2.86566 -0.17481 -0.36500  0.18
H: 4.53405 -0.28485 1.06079  0.13
H: -2.46549 2.36186 -1.35305  0.08
C: 2.21652 -0.11103 1.32142  -0.17
N: -3.76071 -1.86149 0.76198  0.13
H: 2.89664 1.15952 -0.39821  0.10
C: -0.57730 -0.36312 -1.12876  -0.41
S: 1.88922 -0.83973 -1.57849  0.81
H: -3.40813 -2.41817 1.51098  0.09
C: -1.84673 0.30288 -1.00830  -0.25
S: 1.04653 -2.40770 -0.56971  0.73
H: 3.31382 -1.72230 0.47794  0.06
H: 2.16244 0.66158 1.98265  0.07
N: 0.43290 0.01787 -1.98283  -0.28

Cartesian forces, eV/Å:
-1.05 -0.46 0.31
-1.91 1.19 0.53
0.08 -0.20 -0.14
0.27 0.44 -0.01
0.42 -0.37 0.06
-0.59 -0.43 -0.45
1.37 -0.47 -0.11
0.78 -0.07 0.50
0.34 -1.67 -0.98
1.65 -0.70 -0.15
-0.04 2.09 -1.15
-1.51 -0.63 -0.53
-0.84 -0.41 0.08
0.29 -1.66 -1.11
-0.67 -1.74 1.26
-0.27 0.30 -0.17
-0.81 -0.59 -0.05
-2.89 2.96 1.02
-0.82 -0.74 0.59
3.16 1.33 -1.85
-0.70 -0.62 0.11
1.07 0.97 0.67
0.35 2.29 1.55
2.34 -0.81 0.01